No. 1
Molecular formula: C2H2N2O
Method: DFT, ωB97M-V/def2-TZVPD

Output
* E_LUMO: -0.08 eV
* ΔE to the lowest compared entry with this formula, charge and spin: 96.3 kcal per mole
* gap between HOMO and LUMO: 0.3821 hartree
* electronic energy: -262.0105 hartree

```
7
C2H2N2O | the OMol25 dataset | ωB97M-V/def2-TZVPD
C 0.0621 0.7892 -0.0309
C 1.3114 0.0314 -0.2504
H -1.8109 -1.5481 0.3919
H 0.0695 1.9341 -0.0444
N -1.0990 0.3165 0.0279
N 2.3481 -0.5416 0.0765
O -0.8812 -0.9816 -0.1706
```


No. 2
Molecular formula: C34H38N6O6P2Zr
Method: DFT, ωB97M-V/def2-TZVPD

Output
* E_LUMO: -9.77 eV
* ΔE to the lowest compared entry with this formula, charge and spin: 0.0 kcal per mole
* charge: +2
* gap between HOMO and LUMO: 0.1190 hartree
* electronic energy: -2827.1659 hartree

```
87
C34H38N6O6P2Zr | the OMol25 dataset | ωB97M-V/def2-TZVPD
Zr 0.3810 3.5554 2.0143
C 3.7579 -0.5308 -2.3856
C 3.6075 0.2353 -1.2989
C 3.2754 1.6987 -1.2388
C 1.7946 2.0380 -1.3410
C 1.0523 1.5321 -2.5172
C 1.5679 1.3279 -3.7333
C 3.0068 1.2398 -4.1198
C 3.6512 -0.1473 -3.8222
C -1.7611 4.0835 2.1493
H 4.0085 -1.5849 -2.2326
H 3.7200 -0.2408 -0.3129
H 3.8327 2.3093 -1.9586
H 3.5836 2.0513 -0.2424
H 1.3103 1.6196 -0.4626
H 1.7105 3.1406 -1.2723
H -0.0300 1.4148 -2.3604
H 0.8828 1.2127 -4.5789
H 3.6168 2.0353 -3.6815
H 3.0394 1.4025 -5.2107
H 3.0487 -0.9154 -4.3331
H 4.6508 -0.2002 -4.2870
H -2.3688 3.4178 1.5157
H -2.1383 5.1023 1.9746
H -2.0363 3.8140 3.1804
P 0.5590 5.7568 0.9549
P 4.0324 3.9463 1.7630
N 0.1017 6.2848 -0.6668
N 0.1979 7.3305 1.7805
N 5.0654 4.6183 0.3869
N 5.4111 4.3440 2.8740
C 2.3614 5.8835 0.7576
C 3.1309 5.5168 2.0399
C -1.2395 6.4256 -1.0444
C -1.3020 7.2944 -2.1258
C 0.0378 7.7238 -2.4066
C 0.8761 7.0888 -1.5106
C -0.9015 7.5841 2.6027
C -0.8194 8.8928 3.0654
C 0.3739 9.4616 2.5163
C 0.9726 8.4891 1.7266
C 5.5852 3.8634 -0.6675
C 6.1489 4.7121 -1.6136
C 5.9970 6.0424 -1.1208
C 5.3564 5.9591 0.1069
C 6.7614 4.6210 2.6233
C 7.3434 5.1621 3.7612
C 6.3298 5.1929 4.7760
C 5.1690 4.6904 4.2088
H 2.6452 6.8945 0.4417
H 2.6351 5.2277 -0.0884
H 3.8067 6.3427 2.3174
H 2.4833 5.3757 2.9348
H -2.0001 5.8601 -0.5242
H -2.1913 7.6074 -2.6430
H 0.3705 8.4363 -3.1497
H 1.9529 7.1278 -1.4168
H -1.6192 6.8030 2.7947
H -1.5193 9.3842 3.7240
H 0.7660 10.4576 2.6844
H 1.8893 8.5080 1.1534
H 5.5551 2.7861 -0.6391
H 6.6228 4.4070 -2.5359
H 6.3314 6.9609 -1.5907
H 5.0875 6.7573 0.7906
H 7.1946 4.4319 1.6457
H 8.3691 5.4955 3.8572
H 6.4440 5.5410 5.7933
H 4.1795 4.5549 4.6214
O 0.0471 1.4855 2.7416
C -0.2692 1.1305 1.5425
O -0.2944 2.0697 0.6280
C -0.5536 -0.2420 1.1984
C 0.2041 -0.8603 0.2062
C -0.1310 -2.1854 -0.1386
C -1.1727 -2.8650 0.4950
C -1.8872 -2.2206 1.5103
C -1.5662 -0.9040 1.8995
N -3.0115 -2.8671 2.1245
O -3.3139 -4.0220 1.7475
O -3.6425 -2.2419 2.9990
N 0.5547 -2.8058 -1.2353
O 1.3128 -2.0939 -1.9375
O 0.3508 -4.0143 -1.4708
H 1.0218 -0.3398 -0.2781
H -1.4133 -3.8836 0.2094
H -2.1097 -0.4063 2.6970
```


No. 3
Molecular formula: C33H83AlAsF8N6O12S2
Method: DFT, ωB97M-V/def2-TZVPD

Output
* E_LUMO (spin up / spin down): -8.43 / -8.63 eV
* charge: +2
* 2S+1: 2
* <S²>: 1.7690
* gap between HOMO and LUMO (spin up / spin down): 0.1378 / 0.1303 hartree
* electronic energy: -6611.1562 hartree

```
146
C33H83AlAsF8N6O12S2 | the OMol25 dataset | ωB97M-V/def2-TZVPD
Al 1.6452 -1.0616 4.6945
As 0.6325 1.6088 1.1635
F 0.7176 0.3617 2.4576
F 2.2266 2.3524 1.7850
F 0.5425 2.9242 -0.0499
F -0.8479 0.8239 0.5141
F -0.2878 2.5755 2.3828
F 1.5703 0.5056 0.0553
N -3.5216 0.1087 5.0627
S -2.5702 0.9076 4.2436
O -2.9813 1.5844 3.0294
O -1.2259 0.4260 4.2213
F -2.4429 2.1566 5.2288
S -3.7431 -1.0752 3.7495
O -2.6494 -1.9901 3.4660
O -4.7063 -0.7171 2.7217
F -4.6831 -2.1424 4.5805
C 1.3784 -1.4925 -3.1767
C 2.8979 -1.6606 -3.2744
C 3.2834 -1.9748 -1.7584
C 4.7314 -2.5602 -1.6713
C 4.8240 -3.7413 -2.5743
C 4.4747 -3.4979 -4.0439
N 3.1646 -2.8014 -4.1005
O 2.7137 -2.6396 -5.4185
C 5.6095 -2.6886 -4.7792
C 4.3798 -4.9484 -4.5913
C 3.5039 -0.3049 -3.8044
H 0.9352 -2.4180 -2.8092
H 0.7728 -1.1566 -4.0184
H 1.1365 -0.7928 -2.3767
H 3.1606 -1.0751 -1.1555
H 2.6500 -2.7935 -1.4169
H 4.8366 -2.8669 -0.6307
H 5.4351 -1.8033 -2.0177
H 4.1854 -4.4810 -2.0916
H 5.7740 -4.2667 -2.4769
H 6.4784 -3.2090 -5.1820
H 5.2251 -1.9469 -5.4794
H 6.1252 -2.0682 -4.0463
H 3.8285 -5.6442 -3.9588
H 4.0047 -4.9535 -5.6147
H 5.3770 -5.3771 -4.6902
H 4.5895 -0.3771 -3.7382
H 3.0922 0.6103 -3.3790
H 3.4850 -0.2060 -4.8898
H 2.4054 -3.5222 -5.6366
C -3.3286 -0.9786 -1.0138
C -4.6888 -1.4131 -1.5237
C -4.4630 -2.8272 -2.1507
C -5.7768 -3.5888 -2.4378
C -6.6397 -3.6166 -1.1959
C -6.9429 -2.2596 -0.4549
N -5.6724 -1.5024 -0.3753
O -5.7346 -0.3361 0.3488
C -8.0717 -1.6200 -1.2573
C -7.5298 -2.5726 0.9451
C -5.1170 -0.4023 -2.6466
H -3.4014 0.0098 -0.5602
H -2.6035 -0.8942 -1.8232
H -2.9274 -1.6359 -0.2423
H -3.8114 -2.9284 -3.0186
H -3.9796 -3.4100 -1.3666
H -5.4208 -4.4968 -2.9245
H -6.3411 -3.1100 -3.2380
H -6.0937 -4.2740 -0.5194
H -7.5814 -4.0744 -1.4988
H -8.9626 -2.2396 -1.1546
H -8.3098 -0.6053 -0.9382
H -7.8375 -1.5814 -2.3211
H -6.8354 -3.1129 1.5884
H -7.9506 -1.6885 1.4242
H -8.3554 -3.2839 0.9239
H -5.9385 -0.7279 -3.2848
H -4.3533 -0.2290 -3.4047
H -5.4952 0.5409 -2.2523
H -5.3678 -0.6304 1.1857
C -3.4663 3.7462 0.2017
O -2.9282 3.8762 1.4869
H -2.5410 3.6633 -0.3684
H -4.1286 2.8963 0.0371
H -3.9124 4.6911 -0.1085
H -2.5163 3.0452 1.7348
C -0.7962 6.0893 -1.4684
O 0.3219 6.0074 -2.3339
H -0.9806 5.2330 -0.8197
H -0.6283 6.9485 -0.8191
H -1.7448 6.3443 -1.9408
H 0.0899 5.3094 -2.9507
C -0.1748 -2.2599 1.1023
O 0.1556 -2.6970 2.3625
H -1.1576 -1.8068 1.2319
H 0.3730 -1.5078 0.5346
H -0.1957 -3.1325 0.4495
H -0.2740 -3.5470 2.4830
C 1.8069 4.0017 4.4530
C 2.3102 2.6135 4.8375
C 2.9419 2.3648 6.1874
O 3.2865 0.9593 6.3515
C 4.1597 0.8529 7.4332
N 1.0465 1.8813 4.7750
H 2.6769 4.6571 4.4933
H 1.1203 4.4498 5.1712
H 1.2689 4.0213 3.5052
H 2.9930 2.2458 4.0716
H 2.1855 2.5867 6.9402
H 3.7794 3.0603 6.1315
H 5.1248 1.2699 7.1455
H 4.5299 -0.1721 7.4120
H 3.8774 1.2264 8.4175
H 0.5084 2.2278 5.5563
H 0.4695 2.2409 4.0281
C 0.7880 2.3346 -3.2535
C -0.4261 2.8585 -4.0225
C -1.7499 2.9116 -3.2547
O -2.7538 3.2942 -4.1345
C -3.9974 3.3375 -3.4699
N -0.2081 4.2312 -4.5424
H 0.6186 1.5057 -2.5663
H 1.0429 3.0406 -2.4631
H 1.6195 2.1131 -3.9227
H -0.5449 2.1946 -4.8788
H -1.6825 3.5596 -2.3807
H -1.7856 1.9169 -2.8103
H -4.2240 2.3669 -3.0287
H -4.7947 3.5243 -4.1892
H -3.9978 4.0877 -2.6791
H -1.1623 4.4281 -4.8086
H 0.3711 4.0814 -5.3561
C 5.5822 0.3584 1.3696
C 4.8843 -0.4444 2.4609
C 5.3864 -0.1399 3.9054
O 4.6336 -0.8975 4.9187
C 5.4530 -1.9226 5.4359
N 3.4770 -0.1668 2.3419
H 6.6409 0.0999 1.3493
H 5.5119 1.4409 1.4757
H 5.2078 0.0712 0.3871
H 4.9211 -1.5233 2.3102
H 5.1855 0.9161 4.0863
H 6.4646 -0.2246 4.0414
H 5.8052 -2.6366 4.6914
H 4.7495 -2.3194 6.1678
H 6.2067 -1.4025 6.0272
H 3.4278 0.8420 2.3336
H 3.1666 -0.4253 1.4162
```


No. 4
Molecular formula: C2H6N3
Method: DFT, ωB97M-V/def2-TZVPD

Output
* E_LUMO (spin up / spin down): -6.16 / -5.81 eV
* ΔE to the lowest compared entry with this formula, charge and spin: 117.4 kcal per mole
* charge: +1
* gap between HOMO and LUMO (spin up / spin down): 0.2894 / 0.3139 hartree
* electronic energy: -243.6479 hartree

```
11
C2H6N3 | the OMol25 dataset | ωB97M-V/def2-TZVPD
C 0.3983 -0.4165 -1.5444
C 0.1932 0.7428 1.7278
N 0.6105 -0.7423 -0.1969
N -0.0990 0.1062 0.4581
N -0.7063 -0.4194 -2.1709
H 1.1289 0.4092 2.3602
H 0.1562 1.7784 1.4923
H -0.7170 0.5921 2.3749
H 1.4949 -1.0699 0.1927
H -0.9812 -0.2992 -3.1709
H -1.4786 -0.6814 -1.5228
```


No. 5
Molecular formula: C10H10N2
Method: DFT, ωB97M-V/def2-TZVPD

Output
* E_LUMO (spin up / spin down): 0.92 / -0.36 eV
* ΔE to the lowest compared entry with this formula, charge and spin: 36.7 kcal per mole
* 2S+1: 3
* <S²>: 2.0855
* gap between HOMO and LUMO (spin up / spin down): 0.2440 / 0.3011 hartree
* electronic energy: -496.3717 hartree

```
22
C10H10N2 | the OMol25 dataset | ωB97M-V/def2-TZVPD
C 3.3943 0.2071 -0.0475
C -1.1973 1.6470 0.0304
C 2.4634 1.2080 0.0265
C 0.1358 1.8498 0.0566
C 2.9675 -1.1225 -0.0723
C -1.2868 -0.8021 0.1556
C 0.8283 -0.4407 0.0452
C -1.9431 0.3974 0.0061
C -3.3210 0.4653 -0.1068
C -1.5849 -2.2261 0.0701
N 1.6517 -1.4160 -0.0012
N 1.1156 0.8873 0.0502
H 4.4441 0.4511 -0.0822
H -1.8114 2.5360 0.0104
H 2.7104 2.2576 0.0624
H 0.5250 2.8600 0.0709
H 3.6456 -1.9568 -0.1468
H -3.9266 -0.4196 -0.1397
H -3.8178 1.4163 -0.1426
H -1.9035 -2.5120 -0.9378
H -2.3886 -2.4806 0.7657
H -0.7009 -2.8064 0.3267
```